Density functional theory data (ωB97M-V/def2-TZVPD) for the molecule S2.

Properties
E_HOMO   -8.3 eV
DFT total energy   -796.32079 a.u.
Energy above the lowest of the compared OMol25 structures with the same formula, charge and spin   0.11 kcal per mole
LUMO energy   -0.09408 hartree
Kohn-Sham gap   5.76 eV

Last column: Löwdin charge in e.
Atoms and positions in Å:
S 0.0402 0.3531 0.8810  0.00
S -0.0402 -0.3531 -0.8810  0.00

Atomic forces in eV per Å
S -0.024 -0.209 -0.521
S 0.024 0.209 0.521